# 1
Molecular formula: C24H25AlN6O5S
Method: DFT, ωB97M-V/def2-TZVPD

charge	+2
HOMO-LUMO gap	0.296	hartree

```
62
Properties=species:S:1:pos:R:3:lowdin_charge:R:1
Al -0.4228 1.3201 -0.4492 -0.02
C -2.9682 5.0362 0.5383 0.06
O -2.1722 4.8985 -0.6812 0.06
C -1.4377 3.8545 -0.8492 -0.47
O -1.3852 2.8847 -0.0456 0.10
N -0.7107 3.8416 -1.9720 0.11
N 0.1408 2.7396 -2.1229 0.13
H -3.0490 6.1049 0.6959 0.11
H -2.4643 4.5509 1.3671 0.10
H -3.9434 4.5963 0.3518 0.11
H -0.6827 4.6374 -2.5949 0.19
H 1.1139 3.0187 -1.9976 0.13
H 0.0415 2.3396 -3.0530 0.15
C 5.5730 -3.2993 1.9285 -0.02
C 4.6575 -2.3531 1.2103 -0.23
C 3.3031 -2.2706 1.5432 -0.01
C 2.4584 -1.4027 0.8814 -0.04
C 2.9834 -0.6040 -0.1313 -0.30
C 4.3281 -0.6633 -0.4897 -0.03
C 5.1517 -1.5429 0.1886 0.00
S 1.9800 0.5362 -0.9523 0.76
O 2.7017 1.1241 -2.0411 -0.24
O 1.4288 1.5352 0.0550 -0.23
N 0.5484 -0.0532 -1.3041 -0.10
C -0.0034 -0.7356 -2.3875 -0.21
C 0.5661 -1.6187 -3.2568 0.03
C -0.2345 -2.2267 -4.2565 -0.03
C -1.5684 -1.9629 -4.3653 0.00
C -2.1807 -1.0411 -3.4774 -0.13
C -3.5510 -0.7035 -3.5010 0.05
C -4.0496 0.2031 -2.6022 -0.01
C -3.1797 0.8002 -1.6829 -0.06
N -1.8888 0.5169 -1.6290 0.09
C -1.3855 -0.4168 -2.5061 -0.13
H 5.0785 -3.7780 2.7708 0.08
H 6.4540 -2.7748 2.2983 0.10
H 5.9206 -4.0778 1.2476 0.10
H 2.9135 -2.8955 2.3364 0.12
H 1.4106 -1.3443 1.1490 0.11
H 4.7133 -0.0328 -1.2773 0.12
H 6.1997 -1.5988 -0.0763 0.13
H 1.6171 -1.8655 -3.1815 0.13
H 0.2314 -2.9254 -4.9375 0.12
H -2.1693 -2.4465 -5.1236 0.13
H -4.2026 -1.1681 -4.2308 0.14
H -5.0957 0.4724 -2.5953 0.12
H -3.5461 1.5307 -0.9711 0.13
N -2.2251 -2.1967 5.3711 0.20
C -1.1502 -1.4378 5.0743 -0.50
O -0.1748 -1.3015 5.7756 0.11
C -1.1666 -0.7414 3.7300 -0.09
C -1.5903 -1.3648 2.5643 0.03
C -1.4390 -0.7014 1.3631 -0.06
N -0.9252 0.5342 1.2867 0.05
C -0.5321 1.1453 2.4213 -0.04
C -0.6264 0.5372 3.6507 0.05
H -2.2440 -2.6631 6.2646 0.13
H -3.0640 -2.1832 4.8195 0.11
H -1.9974 -2.3667 2.5722 0.13
H -1.7219 -1.1652 0.4263 0.13
H -0.1075 2.1354 2.3207 0.13
H -0.2589 1.0298 4.5399 0.14
```



# 2
Molecular formula: C5H12NO2
Method: DFT, ωB97M-V/def2-TZVPD

charge	+1
HOMO-LUMO gap	0.376	hartree

```
20
Properties=species:S:1:pos:R:3:lowdin_charge:R:1
C -1.0991 2.1558 -0.1993 -0.05
C -0.9990 0.6665 -0.2486 -0.36
N -1.9984 0.0743 0.7165 0.23
C 0.4591 0.2570 -0.0126 -0.14
C 0.7601 -1.2534 -0.1866 -0.12
C 2.2327 -1.5322 0.0791 -0.52
O 2.8777 -1.3401 1.0593 0.15
O 2.7714 -2.1603 -1.0251 0.10
H -0.6469 2.7087 -1.0197 0.10
H -0.6290 2.6130 0.6792 0.10
H -2.1681 2.4729 -0.1446 0.10
H -1.2942 0.2392 -1.2226 0.17
H -2.9598 0.3323 0.4961 0.18
H -1.8950 -0.9374 0.6344 0.16
H -1.7496 0.2732 1.7070 0.20
H 0.7745 0.4727 1.0627 0.15
H 1.1915 0.6533 -0.7773 0.17
H 0.1264 -1.9453 0.4063 0.13
H 0.5416 -1.5143 -1.2465 0.13
H 3.7040 -2.2359 -0.7579 0.13
```



# 3
Molecular formula: C31H32N3PPt
Method: DFT, ωB97M-V/def2-TZVPD

charge	0
HOMO-LUMO gap (spin up / spin down)	0.187 / 0.245	hartree
2S+1	3

```
68
Properties=species:S:1:pos:R:3:lowdin_charge:R:1
C 4.8285 -2.2481 1.2844 -0.17
C 4.3578 -3.6389 1.7062 -0.17
H 5.4093 -2.2984 0.3581 0.06
H 5.4716 -1.8108 2.0553 0.06
H 3.9895 -1.5653 1.1199 0.04
H 3.6089 -4.0371 1.0172 0.05
H 5.1985 -4.3401 1.7279 0.06
H 3.9182 -3.6231 2.7082 0.06
C 0.4144 0.4642 -3.2830 -0.14
C 0.2278 1.1010 -4.5024 -0.09
C -0.7654 0.6364 -5.3835 -0.08
C -1.5445 -0.4637 -5.0222 -0.02
H 1.1630 0.7831 -2.5652 0.07
H 0.8681 1.9548 -4.7363 0.10
H -0.9021 1.1416 -6.3422 0.10
H -2.3102 -0.8962 -5.6753 0.10
N -0.3803 -0.5651 -2.9086 -0.12
C -1.3350 -1.0594 -3.7569 -0.22
C -2.0405 -2.2193 -3.2395 -0.23
N -1.5988 -2.6099 -2.0133 -0.09
C -2.1017 -3.6876 -1.3842 -0.14
C -3.6160 -4.0630 -3.2253 -0.09
C -3.1271 -4.4281 -1.9595 -0.09
H -1.6433 -3.8970 -0.4177 0.10
H -3.5203 -5.2769 -1.4039 0.10
C -3.0534 -2.9650 -3.8798 -0.02
H -3.3406 -2.6623 -4.8884 0.10
H -4.4171 -4.6520 -3.6800 0.10
Pt -0.1345 -1.4259 -1.0194 1.23
C 0.7073 -2.4901 0.3964 -0.39
H 0.8350 -3.5346 0.0864 -0.01
H 0.0353 -2.4304 1.2621 -0.02
H 1.6937 -2.0848 0.6652 -0.04
N -0.7007 0.2439 -0.2931 -0.42
P -0.4191 1.3097 0.8903 0.80
C -0.1585 0.5682 2.5378 -0.26
C -1.1926 0.4900 3.4854 -0.07
C -0.9589 -0.1244 4.7178 -0.08
C 0.2994 -0.6534 5.0148 -0.08
C 1.3387 -0.5470 4.0873 -0.07
C 1.1231 0.0984 2.8705 -0.09
C 1.1162 2.1668 0.5190 -0.30
C 1.4233 3.3737 1.1725 -0.09
C 2.6402 4.0109 0.9128 -0.08
C 3.5400 3.4716 -0.0116 -0.08
C 3.2478 2.2492 -0.6240 -0.07
C 2.0714 1.5706 -0.3094 -0.11
C -1.8432 2.4013 0.8456 -0.28
C -1.7529 3.7836 0.5959 -0.07
C -2.9097 4.5686 0.6263 -0.08
C -4.1476 3.9865 0.9155 -0.08
C -4.2388 2.6120 1.1527 -0.07
C -3.0954 1.8110 1.0841 -0.10
H -2.1573 0.9441 3.2599 0.09
H -1.7595 -0.1751 5.4551 0.10
H 0.4754 -1.1203 5.9818 0.10
H 2.3356 -0.9215 4.3171 0.10
H 1.9619 0.2862 2.1973 0.10
H 0.7058 3.8101 1.8721 0.11
H 2.8702 4.9401 1.4283 0.10
H 4.4702 3.9934 -0.2396 0.10
H 3.9317 1.7929 -1.3391 0.11
H 1.8983 0.5762 -0.7250 0.06
H -0.7810 4.2341 0.4045 0.09
H -2.8410 5.6424 0.4470 0.11
H -5.0374 4.6092 0.9803 0.10
H -5.1901 2.1569 1.4217 0.11
H -3.1619 0.7325 1.2475 0.11
```



# 4
Molecular formula: C11H12N3
Method: DFT, ωB97M-V/def2-TZVPD

charge	+1
HOMO-LUMO gap (spin up / spin down)	0.265 / 0.265	hartree

```
26
Properties=species:S:1:pos:R:3:lowdin_charge:R:1
C 0.5166 -0.0136 -1.8580 -0.01
C 0.1911 -0.2798 -0.4185 -0.34
C -0.4485 0.8640 0.3759 -0.26
C 0.2551 2.0469 0.6433 0.00
C -0.4717 3.1248 1.2097 -0.06
C -1.7827 2.9674 1.5569 -0.06
C -2.4461 1.7606 1.1886 -0.06
N -1.7549 0.7216 0.5839 0.10
C 1.3644 -0.9920 0.3058 -0.06
C 0.6312 -2.1645 0.9372 -0.15
N -0.6414 -1.7139 1.2548 0.13
C -0.5803 -1.6375 -0.1744 -0.14
C -0.2600 -2.8964 -0.8243 0.13
N 0.5732 -3.3945 0.1383 0.16
H -0.0108 0.8280 -2.2707 0.09
H 0.1102 -0.6991 -2.6629 0.11
H 1.6449 0.0178 -1.9521 0.11
H 1.3181 2.0513 0.6069 0.10
H 0.1820 3.9476 1.6726 0.14
H -2.3280 3.5991 2.2074 0.10
H -3.4986 1.4875 1.4674 0.12
H 1.8738 -0.3168 1.1412 0.17
H 2.2479 -1.3030 -0.2530 0.13
H -1.4094 -2.4058 1.6071 0.21
H -0.3174 -3.1618 -1.8671 0.15
H 1.0111 -4.2962 0.2531 0.17
```



Energy above the lowest of the compared OMol25 structures with the same formula, charge and spin for the records above, in order: 0.0000 0.3808 1.3192 7.1176 eV
F_max for the records above, in order: 0.45 2.45 4.02 4.38 eV Å⁻¹